[1]
Below is 2 unconnected molecules or ions with the total composition C10H16, with properties calculated with ωB97M-V with the def2-TZVPD basis set.

```
26
Properties=species:S:1:pos:R:3
C -0.6641 2.2125 0.8497
C -3.3775 -0.5082 -1.6087
C 0.1305 -0.0550 1.1011
C 3.0938 -0.9819 1.5067
C -2.2162 -1.4693 -1.9616
C 1.3284 1.4413 -0.2988
C 0.3973 2.4343 -0.0020
C -0.7084 0.9639 1.4916
C 1.2655 0.1975 0.3141
C 2.2928 -0.8890 0.1829
H -3.1845 0.4634 -2.0666
H 2.9989 -0.7127 -0.6335
H -1.4268 2.9018 1.1798
H 2.7751 -0.1776 2.1693
H -2.1237 -2.2289 -1.1781
H 0.0196 -1.0785 1.4409
H 0.6193 3.4134 -0.4063
H 4.1653 -0.8549 1.3443
H -3.0850 -0.2004 -0.6146
H -1.3310 -0.9016 -1.6466
H -2.2270 -1.8226 -2.9767
H -1.4276 0.7952 2.2771
H 3.0018 -1.8864 2.1120
H 1.8661 -1.8552 -0.1018
H -4.3808 -0.9141 -1.6121
H 2.1981 1.7132 -0.8620
```

## Properties
energy above the lowest of the compared OMol25 structures with the same formula, charge and spin: 1.068 eV
HOMO energy: -0.333 Eh
total energy: -390.596610 Eh
LUMO: 0.96 eV
orbital gap: 10.0 eV

Results of the Mulliken charge analysis, in e, for atoms 1 through 8: number 1, C, carries -0.46; number 2, C, carries -0.78; number 3, C, carries -0.29; number 4, C, carries -1.10; number 5, C, carries -0.61; number 6, C, carries -0.54; number 7, C, carries -0.42; number 8, C, carries -0.54


[2]
Below is C3H4N2O2 in the gas phase, with properties calculated with ωB97M-V with the def2-TZVPD basis set.

```
11
Properties=species:S:1:pos:R:3
O 2.2978 0.4435 -0.4470
O -0.9366 -1.0861 -0.1162
N -0.3193 0.9413 0.2336
N -2.0407 -0.3739 -0.1190
C 1.6708 -0.5889 0.2586
C -1.5703 0.8461 -0.0774
C 0.2043 -0.2210 0.2057
H 2.1191 1.2950 0.3569
H -2.3219 1.7428 0.0950
H 1.8818 -1.4421 -0.3453
H 2.1226 -0.6434 1.2757
```

## Properties
energy above the lowest of the compared OMol25 structures with the same formula, charge and spin: 4.831 eV
HOMO energy: -0.379 Eh
total energy: -376.586249 Eh
LUMO: 0.57 eV
orbital gap: 10.9 eV

Results of the Mulliken charge analysis, in e, for atoms 1 through 8: number 1, O, carries -0.53; number 2, O, carries -0.14; number 3, N, carries -0.44; number 4, N, carries -0.26; number 5, C, carries -0.42; number 6, C, carries -0.07; number 7, C, carries 0.71; number 8, H, carries 0.37


[3]
Below is a gas-phase ion, C10H19N2S (charge +1), with properties calculated with ωB97M-V with the def2-TZVPD basis set.

```
32
Properties=species:S:1:pos:R:3
S -2.4565 -0.6899 0.9678
N -0.8919 -0.1916 0.2356
N -1.4574 1.9954 -0.6234
C 1.3880 -0.3424 0.2327
C 0.2394 -1.6676 -1.4319
C -2.6043 2.6444 0.0052
C 0.1756 -1.1583 0.0309
C 2.4788 1.7877 -0.1568
C -0.7442 0.9495 -0.4073
C 3.7154 0.0762 1.0828
C 2.4517 0.3943 0.3296
C -3.3128 -1.3926 -0.5679
C 0.1497 -2.1898 1.1743
H 1.2422 -1.4316 -1.8133
H -2.8034 -1.6200 -1.5338
H 3.9463 0.8366 1.8041
H 4.6281 0.0567 0.4740
H 0.6915 -1.8392 2.0115
H 3.4444 2.0792 0.1658
H 0.1176 -2.7813 -1.4041
H -3.5332 2.4863 -0.5270
H -4.0786 -0.6439 -0.8331
H 2.2275 1.8615 -1.2942
H -0.8503 2.7065 -1.1686
H -0.6738 -1.2466 -1.9756
H -0.8329 -2.5418 1.4870
H 3.8432 -0.8502 1.7235
H -2.4517 3.7450 -0.1203
H 1.6692 2.3422 0.3025
H -2.6819 2.1519 0.9840
H 0.6897 -3.1898 1.0135
H -3.7254 -2.3369 -0.1672
```

## Properties
net charge: +1
energy above the lowest of the compared OMol25 structures with the same formula, charge and spin: 4.952 eV
HOMO energy (spin up / spin down): -0.433 / -0.433 Eh
total energy: -899.658742 Eh
LUMO (spin up / spin down): -4.80 / -4.80 eV
orbital gap (spin up / spin down): 7.0 / 7.0 eV

Results of the Mulliken charge analysis, in e, for atoms 1 through 8: number 1, S, carries -0.06; number 2, N, carries -0.14; number 3, N, carries -0.10; number 4, C, carries -1.59; number 5, C, carries -1.24; number 6, C, carries -0.83; number 7, C, carries 2.36; number 8, C, carries -1.06


[4]
Below is a molecular structure, C24H18N4O5Ru, with properties calculated with ωB97M-V with the def2-TZVPD basis set.

```
52
Properties=species:S:1:pos:R:3
Ru 0.2133 0.1915 0.1506
O 2.1122 0.3427 0.9841
O 4.1853 -0.4825 1.2373
O -1.3371 -2.9347 -2.2179
O -1.0360 -1.0147 -1.0872
O 3.5056 -4.8831 -1.4689
N -1.0884 -0.3937 2.0183
N 0.4579 2.0104 -1.3129
N 1.3591 -1.6016 -0.4614
N -1.6521 1.5169 0.2581
C 3.3666 -2.8307 -0.3651
C -1.8159 2.4548 -0.6742
C 1.4387 -3.6649 -1.5891
C 3.0652 -0.5522 0.8058
C 0.7708 -2.5230 -1.2099
C -3.2905 -0.3682 2.9320
C -0.5889 2.8520 -1.4056
C -0.5297 4.0225 -2.1357
C -0.6672 -2.1747 -1.5661
C 0.6399 4.3244 -2.8147
C 2.7620 -3.8169 -1.1591
C -3.0650 2.9944 -0.9378
C 2.6136 -1.7311 -0.0383
C 2.7310 1.3226 -1.9187
C 1.6966 3.4424 -2.7505
C 0.7090 -1.7644 2.9548
C -0.7077 -1.2817 2.9489
C -1.6100 -1.7500 3.8997
C -2.9111 -1.2953 3.8894
C -2.6831 1.0779 0.9800
C -2.3550 0.0606 2.0106
C -4.1476 2.5362 -0.2071
C 1.5856 2.2822 -1.9889
C -3.9621 1.5725 0.7673
H -5.1376 2.9250 -0.4027
H 0.9348 -4.4040 -2.1990
H -3.6243 -1.6482 4.6219
H -3.2023 3.7327 -1.7127
H -1.3700 4.6989 -2.1672
H 3.4222 1.5007 -2.7392
H 0.7173 5.2364 -3.3909
H -4.2987 0.0147 2.9204
H 4.3866 -2.9347 -0.0237
H 0.8964 -2.3797 3.8311
H 2.3778 0.2941 -1.9843
H 3.0128 -5.5078 -2.0156
H 3.2712 1.4481 -0.9797
H 0.9080 -2.3717 2.0695
H 2.6168 3.6352 -3.2832
H -1.2736 -2.4634 4.6381
H -4.8063 1.2089 1.3315
H 1.4037 -0.9257 2.9576
```

## Properties
net charge: +1
energy above the lowest of the compared OMol25 structures with the same formula, charge and spin: 0.003 eV
spin multiplicity: 6
HOMO energy (spin up / spin down): -0.420 / -0.449 Eh
total energy: -1615.343902 Eh
LUMO (spin up / spin down): -3.61 / -4.52 eV
orbital gap (spin up / spin down): 7.8 / 7.7 eV

Results of the Mulliken charge analysis, in e, for atoms 1 through 8: number 1, Ru, carries 0.00; number 2, O, carries -0.70; number 3, O, carries -0.64; number 4, O, carries -0.64; number 5, O, carries -0.35; number 6, O, carries -0.50; number 7, N, carries 0.49; number 8, N, carries 0.34


[5]
Below is a gas-phase ion, C8H12NO2 (charge +1), with properties calculated with ωB97M-V with the def2-TZVPD basis set.

```
23
Properties=species:S:1:pos:R:3
O -0.9945 -0.8140 1.0296
O -1.2519 0.8569 -0.4359
N -0.2977 0.0438 -0.0885
C 2.2770 -1.3112 0.1496
C 2.0407 -0.2654 0.9006
C -2.3733 -0.8232 0.7842
C -2.4735 0.2024 -0.4704
C 1.3693 -1.4038 -0.9677
C 1.1407 2.1184 -0.0699
C 0.2106 -0.7667 -1.1182
C 0.8827 0.7578 0.6933
H -2.5274 -0.3181 -1.3791
H 1.9634 2.6123 0.5025
H 0.1208 2.6765 0.0061
H 2.5767 0.0526 1.7149
H -2.9329 -0.6633 1.5965
H 3.1836 -1.9986 0.3136
H -0.6029 -0.9288 -1.8183
H 1.7108 -1.9898 -1.7925
H -2.6033 -1.7892 0.3222
H 1.3444 1.7597 -1.0259
H 0.4830 0.9542 1.6287
H -3.2463 1.0374 -0.4754
```

## Properties
net charge: +1
energy above the lowest of the compared OMol25 structures with the same formula, charge and spin: 5.186 eV
HOMO energy: -0.501 Eh
total energy: -516.803430 Eh
LUMO: -4.39 eV
orbital gap: 9.3 eV

Results of the Mulliken charge analysis, in e, for atoms 1 through 8: number 1, O, carries -0.39; number 2, O, carries -0.39; number 3, N, carries 0.83; number 4, C, carries -0.24; number 5, C, carries -0.73; number 6, C, carries -0.32; number 7, C, carries -0.47; number 8, C, carries -0.36


[6]
Below is a molecular structure, C29H45FP2Sn, with properties calculated with ωB97M-V with the def2-TZVPD basis set.

```
78
Properties=species:S:1:pos:R:3
Sn 0.0194 -0.1673 -0.0681
P -2.4716 1.7123 -6.9706
P 0.3770 2.2466 -6.2715
F 0.1154 -6.5004 -1.0663
C 1.3376 -0.3552 -2.9838
C -3.1310 0.7296 1.1935
C -1.8302 -1.9909 2.2391
C -1.1433 -0.6799 2.1155
C 1.8980 1.4070 -6.8962
C 1.2740 -4.5127 -0.4668
C 1.8447 -0.0765 -1.5957
C 0.4868 0.9889 2.2510
C 0.2450 -0.4233 2.4280
C 0.0594 -2.4088 -0.4164
C 1.7701 1.6906 2.5083
C 1.8435 1.1731 -0.9612
C -0.7313 1.5927 1.7813
C -0.9154 3.0219 1.4134
C 0.7920 3.9464 -6.8603
C 0.0954 -5.1459 -0.8495
C -0.7444 1.7460 -7.6658
C -0.0405 2.3027 -2.3151
C -1.0102 1.3126 -1.7466
C -1.7355 0.5597 1.6750
C 1.2325 -1.4438 2.8629
C 1.2415 -3.1217 -0.2446
C 1.2983 2.4381 -1.5491
C -3.1573 0.4636 -8.1435
C -1.0895 -0.0309 -2.1392
C -0.1664 -0.6865 -3.1345
C -3.1406 3.2009 -7.8347
C -1.1046 -3.0680 -0.8117
C -1.1026 -4.4595 -1.0210
H -3.7952 0.9675 2.0379
H -2.9543 0.7413 -9.1868
H 1.6043 0.4725 -3.6597
H -0.4740 -0.4192 -4.1624
H 1.1891 -2.3435 2.2352
H -0.5221 3.2965 -2.2852
H 2.6332 1.0246 2.3900
H 2.7515 1.7368 -6.2895
H -0.2987 -1.7759 -3.0423
H -0.4829 0.7270 -7.9966
H -2.9116 3.1717 -8.9083
H 1.1376 3.9263 -7.9030
H -2.1448 -2.1633 3.2784
H 1.7733 0.3226 -6.7829
H -2.7234 4.1074 -7.3810
H 1.8815 -1.2466 -3.3442
H 1.5942 4.3270 -6.2140
H -2.7301 -2.0446 1.6146
H 2.0729 1.6533 -7.9529
H -2.7038 -0.5091 -7.9206
H 1.1698 3.1745 -0.7363
H 2.2004 -5.0774 -0.3359
H -4.2395 0.4021 -7.9764
H 2.1679 -2.6243 0.0637
H -0.0830 4.6012 -6.7648
H 0.1609 2.0834 -3.3765
H -2.0503 -0.5450 -1.9845
H -1.1760 -2.8232 1.9549
H -2.0466 -2.5275 -0.9543
H -1.3933 3.5708 2.2412
H -3.5139 -0.1850 0.7239
H 1.7889 2.0696 3.5411
H 2.2571 -1.0566 2.8224
H -4.2287 3.1989 -7.6891
H -3.2191 1.5469 0.4670
H 0.0409 3.5230 1.2049
H 1.9097 2.5537 1.8441
H 2.5421 -0.8282 -1.2028
H -1.5586 3.1470 0.5292
H -2.0164 -4.9808 -1.3153
H 1.0346 -1.7539 3.8982
H 2.5468 1.3119 -0.1324
H 2.0419 2.8759 -2.2389
H -1.8805 1.7466 -1.2365
H -0.6631 2.4501 -8.5129
```

## Properties
net charge: +2
HOMO energy: -0.469 Eh
total energy: -2128.179052 Eh
LUMO: -8.10 eV
orbital gap: 4.7 eV

Results of the Mulliken charge analysis, in e, for atoms 1 through 8: number 1, Sn, carries -0.11; number 2, P, carries 0.26; number 3, P, carries 0.58; number 4, F, carries -0.30; number 5, C, carries -0.66; number 6, C, carries -1.44; number 7, C, carries -1.12; number 8, C, carries 0.21


[7]
Below is C3H6N2 in the gas phase, with properties calculated with ωB97M-V with the def2-TZVPD basis set.

```
11
Properties=species:S:1:pos:R:3
N 0.4109 0.2776 0.6835
N -2.6985 -1.0527 -0.0811
C -0.7650 0.7402 -0.0315
C -1.8567 -0.2585 -0.1005
C 1.3909 -0.3887 -0.1626
H 0.1420 -0.3221 1.4555
H -1.1743 1.6504 0.4213
H 1.8744 0.3612 -0.7982
H 0.9831 -1.1863 -0.8065
H 2.1658 -0.8254 0.4733
H -0.4725 1.0042 -1.0532
```

## Properties
energy above the lowest of the compared OMol25 structures with the same formula, charge and spin: 0.861 eV
HOMO energy: -0.356 Eh
total energy: -227.393190 Eh
LUMO: 0.91 eV
orbital gap: 10.6 eV

Results of the Mulliken charge analysis, in e, for atoms 1 through 8: number 1, N, carries -0.37; number 2, N, carries -0.40; number 3, C, carries -0.45; number 4, C, carries 0.32; number 5, C, carries -0.84; number 6, H, carries 0.27; number 7, H, carries 0.27; number 8, H, carries 0.29


[8]
Below is C4H8S2 in the gas phase, with properties calculated with ωB97M-V with the def2-TZVPD basis set.

```
14
Properties=species:S:1:pos:R:3
S 1.3927 0.8500 -0.3287
S 2.4974 0.1671 2.3310
C 1.2712 0.1833 1.2035
C -0.2026 0.7428 -0.9279
C -0.0456 -0.3517 1.7912
C -0.5191 -0.3989 -2.0177
H 0.2256 -0.4043 -2.8866
H -0.8858 -0.8763 1.1382
H -0.8356 0.5846 0.0675
H -0.6703 1.8319 -1.3888
H -0.6625 0.5954 2.2765
H 0.2150 -1.0357 2.7041
H -0.3098 -1.4176 -1.5430
H -1.4705 -0.4705 -2.4191
```

## Properties
energy above the lowest of the compared OMol25 structures with the same formula, charge and spin: 2.444 eV
HOMO energy: -0.310 Eh
total energy: -953.496822 Eh
LUMO: -0.13 eV
orbital gap: 8.3 eV

Results of the Mulliken charge analysis, in e, for atoms 1 through 8: number 1, S, carries -0.09; number 2, S, carries -0.26; number 3, C, carries 0.44; number 4, C, carries -0.28; number 5, C, carries -1.16; number 6, C, carries -0.99; number 7, H, carries 0.29; number 8, H, carries 0.30